No. 1
ORCA calculation (wB97M-V/def2-TZVPD) on a structure of composition C2H3CuLiO2 in a non-equilibrium geometry.

Geometry as XYZ:
```
9
C2H3CuLiO2, DFT wB97M-V/def2-TZVPD
O -2.320 -0.140 -2.187
C -2.013 0.759 -1.164
C -0.419 0.813 -1.115
O 0.038 1.892 -0.479
Cu 0.893 -2.237 0.172
H -2.584 0.476 -0.257
H -2.357 1.819 -1.270
H 0.333 0.010 -1.190
Li 0.673 0.414 0.888
```

Its strongest force on any atom is 6.87 eV Å⁻¹. As for the LUMO energy (alpha / beta): -0.94 / -2.08 eV. For the energy, the calculation gives -1876.29133 Eh. As for the energy above the lowest of the compared OMol25 structures with the same formula, charge and spin: 1.412 eV. Its HOMO energy (alpha / beta) is -6.30 / -6.30 eV. The molecular weight comes out at 129.53 g/mol. The value obtained for the orbital gap (alpha / beta) is 5.356 / 4.220 eV. Its spin multiplicity is 2.

No. 2
ORCA calculation (wB97M-V/def2-TZVPD) on a structure of composition C2H3CuO2P in a non-equilibrium geometry.

Geometry as XYZ:
```
9
C2H3CuO2P, DFT wB97M-V/def2-TZVPD
O -0.702 1.314 1.473
C -0.939 1.717 0.309
H -1.047 2.741 -0.139
P -1.907 0.329 0.105
C 3.176 -0.503 0.067
O 2.445 -1.112 -0.685
Cu 0.287 -1.308 -1.232
H 4.273 -0.634 0.014
H 2.777 0.229 0.792
```

Its strongest force on any atom is 2.46 eV Å⁻¹. As for the LUMO energy: -5.42 eV. For the energy, the calculation gives -2209.90181 Eh. As for the net charge: +1. As for the energy above the lowest of the compared OMol25 structures with the same formula, charge and spin: 0.961 eV. Its HOMO energy is -12.99 eV. The molecular weight comes out at 153.56 g/mol. The value obtained for the orbital gap is 7.575 eV. Its spin multiplicity is 1.

No. 3
ORCA calculation (wB97M-V/def2-TZVPD) on an isolated molecule of C2H3F2IO in a non-equilibrium geometry.

Geometry as XYZ:
```
9
C2H3F2IO, DFT wB97M-V/def2-TZVPD
O -0.065 -1.026 0.177
C -0.042 0.271 0.559
C -1.673 1.113 0.163
F -1.935 2.125 1.022
F -1.575 1.751 -1.009
I -3.219 -0.359 0.035
H -0.538 -1.192 -0.645
H -0.114 0.299 1.575
H 0.849 0.868 0.147
```

Its strongest force on any atom is 4.52 eV Å⁻¹. As for the LUMO energy: 0.21 eV. For the energy, the calculation gives -650.61518 Eh. As for the energy above the lowest of the compared OMol25 structures with the same formula, charge and spin: 1.836 eV. Its HOMO energy is -10.13 eV. The SMILES is OCC(F)(F)I. The molecular weight comes out at 207.94 g/mol. The value obtained for the orbital gap is 10.347 eV. Its spin multiplicity is 1.

No. 4
ORCA calculation (wB97M-V/def2-TZVPD) on a structure of composition C2H3F2IO in a non-equilibrium geometry.

Geometry as XYZ:
```
9
C2H3F2IO, DFT wB97M-V/def2-TZVPD
C -0.692 -1.881 0.341
C 0.946 1.956 0.722
O -1.090 -1.146 -0.523
F 2.034 2.453 -0.008
F 1.215 0.659 0.714
I -0.772 1.971 -1.346
H -1.200 -1.906 1.338
H 0.199 -2.407 0.005
H -0.642 0.300 -1.242
```

Its strongest force on any atom is 3.42 eV Å⁻¹. As for the LUMO energy (alpha / beta): -0.10 / -2.23 eV. For the energy, the calculation gives -650.42417 Eh. As for the energy above the lowest of the compared OMol25 structures with the same formula, charge and spin: 2.516 eV. Its HOMO energy (alpha / beta) is -6.92 / -9.99 eV. The molecular weight comes out at 207.94 g/mol. The value obtained for the orbital gap (alpha / beta) is 6.820 / 7.763 eV. Its spin multiplicity is 3.